{
  "formula": "C4H11NO2",
  "method": "ωB97M-V/def2-TZVPD",
  "charge": 1,
  "de_lowest_kj_mol": 329.9,
  "multiplicity": 2,
  "homo_ev": [-15.368, -15.188],
  "homo_lumo_gap_ev": [12.0, 5.5],
  "mol_weight_g_mol": 105.14,
  "symbols": ["O", "O", "N", "C", "C", "C", "C", "H", "H", "H", "H", "H", "H", "H", "H", "H", "H", "H"],
  "coordinates": [[-2.172810, 1.583498, 0.063232], [1.224586, 0.099884, -1.189748], [-1.302039, -0.644047, -1.181999], [1.787907, -0.566435, 0.969754], [-0.661059, -0.227729, 0.152151], [0.782849, -0.698744, -0.118339], [-0.880391, 1.299885, 0.512922], [0.812855, 1.057293, -1.230369], [-1.336055, -1.722041, -1.272818], [-1.330955, -0.760246, 0.970875], [0.752602, -1.746188, -0.416755], [-0.898362, 1.660753, 1.541663], [-2.218912, 0.825575, -0.646808], [-0.518904, -0.524518, -1.888337], [1.385097, -1.187670, 1.817134], [2.693966, -0.821958, 0.608099], [1.972630, 0.528356, 1.258724], [-0.093004, 1.844330, 0.050620]],
  "atomic_forces_ev_per_a": [[1.19, -1.67, -1.20], [-0.74, 2.32, -1.61], [1.94, -0.75, 0.10], [-3.28, 2.05, 2.98], [-2.68, -2.66, 0.98], [0.83, 1.66, 0.54], [-1.64, -1.05, 0.04], [1.46, -2.86, 0.30], [-1.08, 2.09, 0.84], [1.79, 0.65, -1.53], [-0.13, 0.06, -0.30], [0.44, -0.42, 0.33], [-1.05, 1.14, 0.25], [-1.19, 0.64, 0.64], [1.10, 0.67, -0.41], [2.95, -1.57, -1.01], [-0.73, -1.40, -0.05], [0.82, 1.08, -0.89]]
}

=====

{
  "formula": "C2H3N5S",
  "method": "ωB97M-V/def2-TZVPD",
  "de_lowest_kj_mol": 174.9,
  "homo_ev": -9.026,
  "smiles": "Nn1cnc(=S)nn1",
  "homo_lumo_gap_ev": 8.2,
  "mol_weight_g_mol": 129.15,
  "symbols": ["S", "N", "N", "N", "N", "N", "C", "C", "H", "H", "H"],
  "coordinates": [[-2.537524, 0.023186, -2.457895], [-0.310256, 0.984115, -1.470412], [0.394555, 1.135658, -0.471955], [1.170870, 0.287900, 1.651621], [-0.820720, -1.195476, -0.843297], [0.235268, 0.240537, 0.601190], [-0.197355, -1.019543, 0.245557], [-1.307505, -0.094850, -1.490708], [2.193328, 0.245281, 1.237047], [0.128526, -1.832249, 0.954761], [1.050814, 1.225441, 2.044090]],
  "atomic_forces_ev_per_a": [[-1.61, 0.11, -0.65], [-0.57, 0.17, 0.04], [0.46, 0.00, 0.63], [2.03, 0.84, -1.18], [-1.41, -1.54, 0.19], [-0.26, -0.85, -0.38], [1.05, 0.28, 1.10], [2.96, 0.45, 0.19], [-2.61, 0.20, 0.94], [-0.36, 0.76, -1.02], [0.31, -0.41, 0.13]]
}

=====

{
  "formula": "C29H54N3OOsP2",
  "method": "ωB97M-V/def2-TZVPD",
  "charge": 3,
  "de_lowest_kj_mol": 231.9,
  "multiplicity": 5,
  "homo_ev": [-16.151, -17.637],
  "homo_lumo_gap_ev": [5.6, 5.0],
  "mol_weight_g_mol": 712.95,
  "symbols": ["Os", "P", "P", "O", "N", "N", "N", "C", "C", "C", "C", "C", "C", "C", "C", "C", "C", "C", "C", "C", "C", "C", "C", "C", "C", "C", "C", "C", "C", "C", "C", "C", "C", "C", "C", "C", "H", "H", "H", "H", "H", "H", "H", "H", "H", "H", "H", "H", "H", "H", "H", "H", "H", "H", "H", "H", "H", "H", "H", "H", "H", "H", "H", "H", "H", "H", "H", "H", "H", "H", "H", "H", "H", "H", "H", "H", "H", "H", "H", "H", "H", "H", "H", "H", "H", "H", "H", "H", "H", "H"],
  "coordinates": [[-0.468082, 0.044569, -0.196260], [-2.639460, -0.799997, -0.101094], [2.751714, 0.502270, -0.434294], [-0.155639, 2.465540, 1.580256], [-0.049073, 1.129417, -1.770404], [-0.155166, -1.681855, -1.549529], [-0.163459, -1.381422, 1.362322], [0.480761, 1.198608, -4.166622], [-3.406763, -2.084293, 1.139714], [3.269515, 3.077312, -1.233988], [4.619068, -0.559522, 1.252699], [0.265147, -3.699328, -3.346645], [-3.492596, -1.453304, 2.541008], [1.655344, 1.302042, -5.147086], [3.432734, 0.404341, 1.380791], [-0.459428, 0.154893, -4.739201], [-5.326953, 0.163257, -0.390352], [-0.303769, 1.498116, 0.920403], [-2.575067, -1.949551, -1.569742], [-2.583501, -3.392369, 1.206652], [-1.203404, -2.436022, -1.938654], [-4.828691, -2.559504, 0.747642], [-3.650928, 1.678862, 0.669264], [4.067794, 1.427108, -2.895097], [-0.184788, 2.550680, -4.060857], [3.905230, 1.678461, -1.387397], [1.246703, -2.732719, -3.170122], [5.377361, 1.650029, -0.926041], [-0.983708, -3.559008, -2.736952], [0.953293, -1.633240, -2.352761], [1.663174, -0.369385, -2.437367], [3.724006, 1.820234, 1.886686], [-3.576116, 1.174229, -1.814447], [2.530460, -0.204386, 2.458570], [-3.857602, 0.596236, -0.416684], [0.777733, 0.736924, -2.683802], [2.580550, -0.435220, -3.026382], [-3.892249, 0.475311, -2.606093], [3.066555, -0.112715, 3.417225], [-5.615393, -1.885717, 1.100178], [-5.039626, -3.522967, 1.241053], [-1.580955, -3.251277, 1.607087], [5.415633, -0.218911, 0.588238], [4.701228, 0.555102, -3.095157], [-4.044322, -0.503574, 2.522092], [-2.501808, -1.272725, 2.980555], [4.388224, 2.417216, 1.263718], [0.608546, -1.138160, 1.978627], [-2.726202, 2.243429, 0.476154], [-5.677421, -0.068543, 0.622554], [2.319037, 2.144731, -4.922312], [2.312225, 3.147429, -1.775351], [4.250615, -1.517964, 0.856775], [-4.512258, 2.365043, 0.606259], [-3.142791, -2.861016, -1.381005], [-4.028615, -2.146321, 3.215020], [-3.083138, -4.095395, 1.892138], [0.040095, -2.298734, 0.963040], [-1.781039, -4.277836, -2.909084], [-3.622111, 1.236475, 1.679877], [4.176314, 1.737935, 2.885022], [2.356541, -1.277672, 2.305116], [1.593371, 0.357554, 2.571936], [2.165490, -2.688530, -3.744993], [0.430491, -4.534592, -4.017492], [-2.513242, 1.437382, -1.928140], [-0.919428, 2.541481, -3.246356], [-3.028616, -1.421563, -2.426173], [5.517866, 1.855094, 0.131046], [1.286548, 1.518552, -6.171226], [5.939526, 2.417644, -1.481236], [5.069277, -0.753185, 2.239203], [3.084501, 3.327203, -0.181870], [0.595005, 3.285457, -3.820487], [-0.697970, 0.367319, -5.792503], [-1.392905, 0.144665, -4.151047], [2.776979, 2.367076, 1.978638], [2.219679, 0.366417, -5.267615], [-5.539677, -0.667131, -1.077291], [4.588792, 2.295917, -3.316549], [-0.697249, 2.811429, -4.995426], [0.040799, -0.821070, -4.690432], [-4.958352, -2.722348, -0.327205], [3.120922, 1.335041, -3.428020], [-2.490384, -3.892122, 0.238436], [-5.932632, 1.018199, -0.724621], [-0.988269, -1.478486, 1.958899], [-4.171269, 2.094704, -1.922558], [3.968170, 3.812115, -1.673951], [5.844198, 0.684433, -1.158722]],
  "atomic_forces_ev_per_a": [[3.80, -2.66, -2.35], [-2.42, -0.98, -0.64], [0.56, -0.62, 0.44], [-0.32, -4.23, -2.77], [-0.32, -1.51, 0.51], [-0.83, 2.07, -0.97], [-0.28, 0.03, 0.19], [0.89, 0.99, -0.12], [0.19, -0.31, 1.01], [-0.03, 0.12, 0.22], [0.38, -0.25, -0.32], [-0.07, -0.33, 0.24], [-0.12, -0.05, 0.03], [0.32, 0.16, -0.58], [0.05, 0.15, 0.31], [-0.55, -0.79, 0.57], [-0.31, -0.11, 0.07], [-0.78, 6.61, 4.78], [0.07, -0.33, 0.11], [0.35, 0.13, 0.04], [0.32, -0.37, 0.14], [-0.48, 0.22, -0.24], [0.14, -0.17, -0.16], [-0.47, -0.30, -0.11], [-0.08, 0.44, 0.09], [0.48, 0.46, -0.68], [-0.11, 0.96, -0.01], [0.24, -0.04, 0.51], [0.07, 0.36, -0.03], [-0.05, -1.13, 1.19], [0.46, -0.96, -0.08], [0.06, 0.27, 0.02], [0.16, 0.06, 0.05], [-0.28, -0.03, -0.17], [-0.21, 0.35, -0.15], [-0.89, 0.80, -1.99], [-0.41, 0.13, 0.02], [0.16, 0.35, 0.19], [-0.23, -0.07, -0.33], [0.32, -0.19, -0.21], [0.37, 0.32, -0.15], [-0.08, -0.23, 0.04], [-0.21, -0.07, 0.27], [-0.23, 0.03, -0.02], [0.13, -0.37, 0.13], [-0.21, 0.06, 0.11], [-0.21, -0.14, 0.30], [0.15, 0.07, -0.04], [-0.39, -0.06, 0.20], [0.12, 0.05, -0.39], [-0.08, -0.33, -0.01], [0.26, -0.02, 0.11], [0.20, 0.12, 0.20], [0.43, -0.18, 0.13], [-0.53, 0.38, 0.02], [0.28, 0.32, -0.26], [0.12, 0.34, -0.26], [0.02, 0.10, 0.09], [0.10, 0.25, -0.19], [-0.01, 0.42, -0.37], [-0.08, 0.09, -0.21], [0.09, 0.12, 0.00], [0.12, -0.06, 0.09], [-0.13, -0.31, -0.04], [0.10, 0.01, 0.09], [-0.37, -0.03, -0.16], [-0.05, 0.20, -0.22], [0.31, -0.27, 0.14], [0.22, -0.04, -0.26], [-0.18, -0.11, 0.67], [-0.35, -0.19, 0.10], [-0.20, 0.14, -0.20], [0.08, 0.17, -0.34], [-0.43, 0.14, -0.13], [0.14, 0.09, 0.44], [0.16, -0.22, -0.30], [0.21, -0.02, 0.15], [0.01, 0.22, 0.24], [-0.01, 0.20, 0.27], [-0.12, -0.16, 0.12], [0.25, 0.06, 0.24], [-0.42, 0.02, -0.20], [-0.06, 0.00, 0.20], [0.47, 0.17, 0.19], [-0.07, -0.01, 0.15], [0.26, -0.15, -0.01], [0.27, -0.09, -0.01], [0.21, -0.30, -0.01], [-0.34, -0.20, 0.27], [-0.12, 0.27, 0.02]]
}

=====

{
  "formula": "C9H12ClN3SScTe4",
  "method": "ωB97M-V/def2-TZVPD",
  "charge": 1,
  "de_lowest_kj_mol": 0.0,
  "homo_ev": -10.442,
  "homo_lumo_gap_ev": 5.7,
  "mol_weight_g_mol": 785.09,
  "symbols": ["Te", "Te", "Te", "Te", "Sc", "Cl", "S", "N", "N", "N", "C", "C", "C", "C", "C", "C", "C", "C", "C", "H", "H", "H", "H", "H", "H", "H", "H", "H", "H", "H", "H"],
  "coordinates": [[2.407831, 1.993630, -1.341403], [3.129552, -0.389117, -0.295445], [-0.408851, 2.262015, -2.189980], [-1.004460, 3.461787, 0.320547], [0.432932, 0.941223, 0.427022], [2.111346, 3.703968, 5.154626], [-1.424155, -0.922233, 0.204748], [-0.138006, -1.578053, -2.043603], [1.168559, 0.959023, 2.415496], [-2.319459, -1.301878, -2.390967], [1.626422, -0.206649, 2.926519], [-1.734702, -1.459634, -3.781163], [2.285280, -0.239779, 4.101577], [2.050958, 2.124419, 4.366471], [1.420501, 2.118602, 3.106513], [-3.649455, -0.729342, -2.080948], [-1.328144, -1.270813, -1.476587], [2.474692, 0.859813, 4.882132], [-0.260158, -1.735665, -3.487995], [1.045485, 3.045073, 2.753731], [-4.422013, -1.071839, -2.807824], [0.721465, -1.751897, -1.517176], [-3.902617, -1.069103, -1.051353], [2.989465, 0.821577, 5.829762], [0.022160, -2.737468, -3.753215], [-3.673766, 0.371563, -2.138204], [0.384352, -1.024527, -4.078803], [1.456234, -1.061239, 2.264076], [2.748986, -1.215363, 4.380830], [-2.246632, -2.321704, -4.265036], [-1.963803, -0.576389, -4.434349]],
  "atomic_forces_ev_per_a": [[-0.48, 0.41, -0.21], [-0.92, 0.15, -0.48], [0.79, 0.12, 1.32], [0.43, -0.99, -0.98], [-0.49, -0.11, -1.13], [0.29, -1.40, -0.24], [-0.08, 0.21, 0.03], [-0.82, 0.43, 0.03], [0.71, 1.33, 1.77], [0.54, 0.90, 0.25], [-1.06, 0.91, -1.86], [-1.64, -0.30, 0.29], [1.33, -2.62, 0.94], [-0.61, -0.77, -0.57], [0.18, -1.75, 1.16], [-0.35, -0.41, -0.10], [1.01, -0.38, -0.87], [0.00, 3.00, 0.00], [0.76, 0.88, -0.83], [-0.28, 0.53, -0.73], [0.76, -0.14, 0.57], [-0.51, 0.21, -0.21], [-0.03, 0.38, -0.86], [0.01, -0.12, 0.08], [0.09, -0.46, -0.28], [0.35, -0.33, 0.17], [-0.40, -0.64, 0.84], [0.18, 0.06, 0.62], [-0.64, 0.92, 0.07], [0.42, 0.51, 0.34], [0.43, -0.52, 0.87]]
}